# 1
DFT (wB97M-V/def2-TZVPD) results for 3 unconnected molecules or ions with the total composition C3H14N2O2 in a non-equilibrium geometry.

```
21
Properties=species:S:1:pos:R:3:forces:R:3
C 1.785 -1.064 1.949 -0.48 0.47 -0.26
C 1.624 -1.509 0.494 -0.13 0.30 1.49
N 0.272 -1.185 0.034 -1.39 -0.93 -3.26
C -0.944 -0.183 -0.011 4.01 -0.85 0.39
N -1.387 0.104 1.290 -1.32 0.13 0.24
H 0.792 -1.049 2.455 0.75 -0.39 -0.22
H 2.087 0.028 1.888 0.30 -1.39 0.71
H 2.446 -1.817 2.432 -0.07 1.26 0.16
H 2.552 -1.203 -0.009 -0.54 1.05 -0.68
H 1.776 -2.591 0.396 -0.73 -0.12 0.28
H 0.255 -1.427 -0.954 0.17 -0.57 0.14
H -1.654 -0.682 -0.682 -0.06 -0.08 0.73
H -0.587 0.682 -0.558 -0.23 0.69 0.24
H -1.627 -0.763 1.756 -0.06 0.17 0.13
H -0.754 0.637 1.864 0.24 -0.01 -0.19
H -2.464 1.374 0.257 -0.63 0.19 0.28
H -3.040 2.766 0.456 -0.11 -0.02 -0.08
O -3.184 1.958 -0.047 0.30 0.08 -0.10
H 0.204 1.498 -3.934 -0.09 -0.04 -0.02
H 0.933 2.298 -5.015 -0.02 -0.06 0.31
O 0.915 2.130 -4.062 0.11 0.10 -0.28
```
Forces are in eV/Å.

Calculated values
Net charge: 0
Gap between HOMO and LUMO: 8.99 eV
Calculated total energy: -10411.3114 eV
Relative energy (zero: lowest compared OMol25 entry of this formula, charge and spin): 239.25 kJ/mol


# 2
DFT (wB97M-V/def2-TZVPD) results for a molecular structure, C14H19N5O3S2 in a non-equilibrium geometry.

```
43
Properties=species:S:1:pos:R:3:forces:R:3
C 3.133 2.415 1.698 1.33 0.99 1.96
C 2.122 1.942 0.619 3.67 -1.21 1.08
H 2.511 1.512 -0.362 -0.03 1.17 1.11
H 1.447 2.714 0.491 -1.77 1.27 -0.60
O 1.658 0.855 1.338 -4.39 -3.23 -0.04
C 0.558 0.246 0.691 2.26 -1.47 0.49
O 0.215 0.682 -0.363 -1.05 0.37 -0.74
C 0.000 -1.073 1.256 0.81 2.34 2.50
C -0.432 -2.155 0.558 0.95 1.82 -0.75
N -0.243 -2.245 -0.841 -11.24 -1.38 5.04
C 0.820 -2.252 -1.352 17.70 2.74 -3.83
O 2.002 -2.093 -0.692 -4.74 -1.23 -1.95
C 1.122 -2.023 -2.901 -8.39 -3.09 1.20
H 0.049 -2.775 -3.324 3.34 2.00 0.40
H 2.012 -2.462 -3.294 0.60 0.54 -0.06
S 0.596 -0.337 -3.382 6.25 0.16 -1.31
C -0.947 -0.047 -3.100 0.50 -12.19 3.93
N -1.886 -1.053 -2.622 2.19 -2.11 -1.55
N -3.053 -0.591 -2.730 -1.10 3.60 1.82
N -3.066 0.721 -2.882 1.91 -3.32 -1.70
N -1.604 0.885 -3.263 -11.25 11.49 -0.45
C -1.361 2.212 -3.533 6.22 0.36 -6.77
C -0.822 2.951 -2.445 14.42 1.00 -8.17
H -0.396 3.971 -2.652 -0.83 -0.99 -0.23
H -1.461 2.974 -1.893 -12.85 1.30 12.00
H -0.008 2.411 -1.973 0.18 -0.11 0.17
H -1.900 2.908 -4.128 -2.19 -0.81 -0.52
H -0.449 1.960 -4.454 -1.82 1.36 2.29
H -1.147 -2.219 -1.322 0.46 0.13 -0.95
S -1.290 -3.180 1.528 -1.02 -3.54 -2.31
C -1.070 -2.380 2.898 4.06 5.16 1.32
C -0.277 -1.168 2.664 -2.15 -1.54 -1.74
C -0.114 -0.069 3.647 3.00 -0.56 2.11
H 1.104 0.062 3.875 -3.18 -0.57 -0.07
H -0.357 0.958 3.377 -0.49 -0.31 -0.49
H -0.711 -0.399 4.553 1.07 0.84 -0.71
C -1.420 -2.845 4.187 -6.87 0.64 2.52
H -2.494 -1.924 4.749 2.87 -2.37 -1.51
H -2.073 -3.751 4.153 0.55 0.50 -0.13
H -0.874 -2.951 5.080 1.65 0.30 0.37
H 3.666 3.352 1.268 -0.54 -1.52 1.23
H 2.537 2.707 2.837 1.61 -0.70 -3.81
H 3.904 1.553 2.040 -1.74 2.15 -1.17
```
Forces are in eV/Å.

Calculated values
Net charge: 0
Gap between HOMO and LUMO: 8.69 eV
Calculated total energy: -50076.4637 eV
Relative energy (zero: lowest compared OMol25 entry of this formula, charge and spin): 1440.11 kJ/mol


# 3
DFT (wB97M-V/def2-TZVPD) results for C5H13NO in the gas phase.

```
20
Properties=species:S:1:pos:R:3:forces:R:3
C 1.944 0.493 -0.734 0.01 -0.12 0.00
C 1.074 -0.529 0.007 0.04 0.29 0.02
C -0.109 0.067 0.779 0.29 0.16 -0.43
C -1.019 1.012 -0.034 0.09 -0.18 0.16
C -2.430 0.463 -0.186 0.49 0.00 0.02
O -2.492 -0.638 -1.076 0.23 -0.27 -0.09
N 1.922 -1.266 0.969 -0.56 -0.24 -0.21
H 1.574 0.664 -1.748 0.02 0.15 0.13
H 2.949 0.073 -0.812 -0.03 0.14 -0.07
H 2.014 1.449 -0.202 -0.01 -0.19 -0.04
H 0.630 -1.179 -0.771 0.22 -0.14 0.22
H -0.674 -0.799 1.116 -0.32 -0.06 0.32
H 0.265 0.586 1.664 0.10 -0.09 0.03
H -0.581 1.177 -1.023 -0.16 0.15 0.05
H -1.087 1.973 0.482 0.05 0.03 -0.16
H -2.769 0.160 0.809 -0.30 0.09 0.04
H -3.088 1.220 -0.597 -0.19 0.06 0.03
H -1.731 -1.210 -0.901 -0.25 0.09 -0.04
H 1.336 -1.604 1.727 0.06 0.05 0.05
H 2.273 -2.112 0.532 0.24 0.11 -0.04
```
Forces are in eV/Å.

Calculated values
Net charge: 0
Gap between HOMO and LUMO: 10.57 eV
Calculated total energy: -8933.0861 eV
Relative energy (zero: lowest compared OMol25 entry of this formula, charge and spin): 89.23 kJ/mol


Number 1: HOMO level -8.386 eV. Number 2: HOMO level -8.390 eV. Number 3: HOMO level -9.657 eV.